[1]
Computed, not measured: 12 unconnected molecules or ions with the total composition C37H73O52PS13 in a non-equilibrium geometry, with the ωB97M-V functional and the def2-TZVPD basis.

As for the LUMO energy: 0.24 eV. The calculation puts the HOMO-LUMO gap at 8.55 eV. The total energy comes out at -10883.2876 Eh. Its SMILES is CC(=O)OCCCCCCCC[C@]1(CCCS)OS(=O)(=O)O[C@@H]1P(O)O.O=S1(=O)OCCO1.O=S1(=O)OCCO1.O=S1(=O)OCCO1.O=S1(=O)OCCO1.O=S1(=O)OCCO1.O=S1(=O)OCCO1.O=S1(=O)OCCO1.O=S1(=O)OCCO1.O=S1(=O)OCCO1.O=S1(=O)OCCO1.O=S1(=O)OCCO1. For the largest force on an atom, the calculation gives 0.2130 hartree/bohr. The HOMO energy is -0.30534 hartree.

CARTESIAN COORDINATES (ANGSTROEM)
C  -5.79  2.67  1.58
C  -6.19  1.67  0.35
O  -6.51  0.47  0.70
O  -6.19  2.10  -1.04
C  -5.19  1.30  -1.77
C  -5.13  1.63  -3.36
C  -3.92  2.67  -3.70
C  -2.84  2.02  -4.76
C  -1.64  3.07  -5.06
C  -0.23  2.37  -5.45
C  0.32  1.64  -4.12
C  1.56  0.63  -4.35
C  1.24  -0.63  -5.32
C  1.91  -0.15  -6.73
C  3.47  -0.56  -6.91
C  4.51  0.62  -6.44
S  5.20  0.31  -4.72
O  -0.21  -0.80  -5.62
S  -0.88  -1.84  -4.47
O  -2.12  -2.60  -4.97
O  -1.30  -1.29  -3.12
O  0.46  -2.84  -4.15
C  1.62  -2.14  -4.79
P  3.14  -2.37  -3.66
O  4.33  -3.40  -4.41
O  2.71  -3.23  -2.20
H  -6.21  2.24  2.58
H  -4.63  2.73  1.74
H  -6.24  3.72  1.47
H  -4.12  1.43  -1.31
H  -5.55  0.19  -1.68
H  -6.15  2.05  -3.67
H  -4.97  0.65  -3.97
H  -3.43  2.97  -2.70
H  -4.37  3.58  -4.25
H  -2.50  1.03  -4.28
H  -3.41  1.75  -5.73
H  -2.02  3.80  -5.89
H  -1.43  3.71  -4.11
H  0.56  3.13  -5.88
H  -0.46  1.65  -6.33
H  -0.51  1.11  -3.49
H  0.73  2.49  -3.42
H  2.47  1.27  -4.68
H  1.83  0.18  -3.30
H  1.29  -0.67  -7.57
H  1.71  0.98  -6.85
H  3.76  -1.56  -6.42
H  3.63  -0.70  -8.05
H  3.88  1.60  -6.38
H  5.42  0.72  -7.14
H  6.25  1.18  -4.43
H  1.65  -2.71  -5.81
H  3.92  -3.97  -5.11
H  2.11  -2.59  -1.72
O  -7.10  -5.27  3.95
S  -5.92  -4.48  3.73
O  -4.79  -4.52  4.61
O  -6.37  -2.94  3.52
C  -5.92  -2.47  2.25
C  -5.87  -3.71  1.36
O  -5.40  -4.75  2.21
H  -4.92  -2.04  2.38
H  -6.60  -1.71  1.86
H  -5.21  -3.58  0.50
H  -6.87  -3.98  1.02
O  6.50  1.08  -1.58
S  7.78  0.77  -2.15
O  8.21  1.28  -3.43
O  7.96  -0.84  -2.15
C  9.13  -1.19  -1.40
C  9.29  -0.09  -0.37
O  8.93  1.11  -1.05
H  9.98  -1.22  -2.09
H  9.00  -2.17  -0.94
H  10.31  -0.02  0.01
H  8.60  -0.22  0.47
O  -2.16  -1.53  -8.30
S  -3.36  -1.82  -7.56
O  -3.35  -2.47  -6.28
O  -4.38  -2.62  -8.55
C  -5.60  -1.90  -8.67
C  -5.22  -0.44  -8.46
O  -4.23  -0.45  -7.44
H  -6.28  -2.24  -7.89
H  -6.05  -2.07  -9.65
H  -6.08  0.17  -8.16
H  -4.78  -0.01  -9.36
O  8.97  6.98  -0.29
S  8.02  6.67  -1.32
O  7.10  7.64  -1.86
O  7.17  5.36  -0.86
C  7.33  4.32  -1.82
C  8.70  4.56  -2.45
O  8.82  5.98  -2.56
H  6.54  4.42  -2.57
H  7.26  3.34  -1.35
H  8.79  4.09  -3.43
H  9.50  4.20  -1.80
O  -10.95  -9.15  6.38
S  -9.55  -9.11  6.69
O  -8.82  -10.25  7.15
O  -9.30  -7.88  7.73
C  -8.37  -6.96  7.17
C  -8.55  -7.08  5.66
O  -8.77  -8.47  5.42
H  -7.36  -7.26  7.47
H  -8.57  -5.95  7.53
H  -7.67  -6.73  5.11
H  -9.43  -6.53  5.32
O  5.50  -3.11  -7.21
S  4.56  -3.42  -8.24
O  3.64  -2.46  -8.79
O  3.71  -4.73  -7.78
C  3.87  -5.77  -8.74
C  5.24  -5.54  -9.37
O  5.36  -4.12  -9.48
H  3.07  -5.67  -9.48
H  3.80  -6.75  -8.26
H  5.33  -6.01  -10.35
H  6.04  -5.89  -8.71
O  -10.51  -1.85  7.52
S  -9.87  -2.73  8.45
O  -8.49  -3.11  8.35
O  -10.77  -4.09  8.56
C  -11.18  -4.28  9.92
C  -11.26  -2.88  10.51
O  -10.15  -2.17  9.95
H  -10.42  -4.88  10.42
H  -12.14  -4.79  9.95
H  -11.19  -2.89  11.60
H  -12.17  -2.37  10.21
O  14.85  4.97  -1.57
S  13.46  4.97  -1.24
O  12.47  4.24  -1.98
O  12.97  6.51  -1.10
C  12.45  6.74  0.21
C  13.18  5.75  1.11
O  13.31  4.57  0.33
H  11.37  6.53  0.19
H  12.61  7.77  0.51
H  12.64  5.55  2.04
H  14.19  6.11  1.35
O  -5.53  5.95  3.64
S  -4.89  5.07  4.58
O  -3.51  4.70  4.48
O  -5.79  3.72  4.70
C  -6.20  3.53  6.05
C  -6.27  4.93  6.65
O  -5.17  5.64  6.08
H  -5.44  2.93  6.56
H  -7.16  3.02  6.09
H  -6.21  4.93  7.74
H  -7.19  5.44  6.34
O  14.12  0.59  2.00
S  15.53  0.62  2.29
O  16.25  -0.54  2.73
O  15.81  1.84  3.32
C  16.74  2.75  2.74
C  16.54  2.63  1.23
O  16.29  1.25  1.00
H  17.75  2.43  3.02
H  16.56  3.76  3.10
H  17.41  2.97  0.67
H  15.65  3.19  0.91
O  -12.29  -0.34  11.23
S  -11.37  0.49  11.96
O  -10.37  1.29  11.32
O  -10.64  -0.43  13.09
C  -10.89  0.12  14.38
C  -12.23  0.84  14.27
O  -12.22  1.43  12.97
H  -10.08  0.83  14.61
H  -10.90  -0.66  15.14
H  -12.36  1.60  15.04
H  -13.06  0.13  14.31

---

[2]
Computed, not measured: 6 unconnected molecules or ions with the total composition C22H58BN8O7P2 in a non-equilibrium geometry, with the ωB97M-V functional and the def2-TZVPD basis.

As for the LUMO energy: -3.72 eV. The calculation puts the HOMO-LUMO gap at 6.91 eV. The charge is +1. The total energy comes out at -2545.1552 Eh. For the largest force on an atom, the calculation gives 0.0625 hartree/bohr. The HOMO energy is -0.39074 hartree.

CARTESIAN COORDINATES (ANGSTROEM)
C  2.37  1.38  2.55
C  2.00  2.06  1.20
O  1.79  1.06  0.20
C  1.23  1.62  -0.96
C  0.09  0.76  -1.58
P  -0.15  -0.88  -0.72
C  1.39  -1.88  -0.51
C  1.89  -1.98  0.96
C  1.27  -3.27  1.58
N  1.49  -3.20  3.04
P  -1.45  -2.09  -2.05
N  -2.13  -3.30  -1.24
B  -1.20  -0.57  0.87
N  -0.70  -0.45  2.24
O  -2.60  -0.43  0.65
H  2.26  2.10  3.36
H  3.42  1.06  2.48
H  1.77  0.49  2.78
H  1.12  2.71  1.34
H  2.84  2.72  0.95
H  0.79  2.61  -0.74
H  1.97  1.81  -1.75
H  -0.86  1.30  -1.49
H  0.23  0.55  -2.65
H  2.19  -1.44  -1.13
H  1.24  -2.91  -0.88
H  2.98  -2.15  0.93
H  1.74  -1.09  1.56
H  1.72  -4.17  1.14
H  0.19  -3.25  1.31
H  0.97  -3.95  3.49
H  2.48  -3.38  3.17
H  -2.47  -1.22  -2.52
H  -0.67  -2.59  -3.13
H  -1.82  -3.32  -0.27
H  -0.15  0.38  2.40
H  -0.24  -1.29  2.59
H  -2.71  0.51  0.45
C  5.12  4.98  2.26
C  3.80  5.09  2.99
O  2.88  4.29  2.80
N  3.64  6.10  3.87
C  4.60  7.14  4.22
H  5.09  4.12  1.60
H  5.30  5.88  1.67
H  5.93  4.84  2.98
H  2.74  6.12  4.31
H  4.80  7.08  5.29
H  4.17  8.11  3.99
H  5.54  7.02  3.68
C  -7.28  -0.43  0.37
C  -7.66  0.72  1.26
O  -8.78  1.20  1.28
N  -6.69  1.22  2.09
C  -5.32  0.79  2.21
H  -8.14  -0.72  -0.23
H  -6.48  -0.13  -0.31
H  -6.96  -1.29  0.97
H  -7.01  1.99  2.66
H  -5.14  0.48  3.24
H  -4.66  1.63  1.98
H  -5.09  -0.04  1.55
C  -10.45  0.96  -1.61
C  -9.31  0.85  -2.59
O  -8.17  0.56  -2.24
N  -9.58  1.08  -3.90
C  -10.85  1.43  -4.51
H  -10.09  0.75  -0.61
H  -10.86  1.97  -1.63
H  -11.23  0.24  -1.86
H  -8.78  0.99  -4.50
H  -11.12  0.67  -5.25
H  -10.75  2.40  -5.01
H  -11.64  1.50  -3.77
C  3.59  -8.00  -0.10
C  3.73  -6.60  0.42
O  2.80  -5.80  0.39
N  4.93  -6.23  0.94
C  6.14  -7.03  1.06
H  2.58  -8.14  -0.48
H  4.30  -8.17  -0.92
H  3.77  -8.72  0.70
H  4.96  -5.28  1.27
H  6.42  -7.10  2.11
H  6.94  -6.55  0.50
H  5.99  -8.04  0.67
C  5.52  1.59  -2.27
C  6.61  1.49  -3.31
O  7.74  1.15  -3.02
N  6.29  1.80  -4.59
C  5.00  2.21  -5.13
H  5.92  1.32  -1.30
H  5.14  2.61  -2.21
H  4.70  0.90  -2.51
H  7.06  1.71  -5.23
H  4.68  1.50  -5.89
H  5.11  3.20  -5.59
H  4.25  2.27  -4.35

---

[3]
Computed, not measured: 6 unconnected molecules or ions with the total composition H12O6 in a non-equilibrium geometry, with the ωB97M-V functional and the def2-TZVPD basis.

As for the LUMO energy: 0.06 eV. The calculation puts the HOMO-LUMO gap at 11.00 eV. The total energy comes out at -458.6247 Eh. The relative energy (zero: lowest compared OMol25 entry of this formula, charge and spin) is 125.4 kJ/mol. Its SMILES is O.O.O.O.O.O. For the largest force on an atom, the calculation gives 0.0491 hartree/bohr. The HOMO energy is -0.40205 hartree.

CARTESIAN COORDINATES (ANGSTROEM)
O  3.01  -0.30  -0.53
H  2.47  -0.77  -1.17
H  3.34  0.37  -1.08
O  0.43  0.82  0.64
H  -0.15  0.14  0.91
H  1.31  0.44  0.65
O  0.35  -3.15  0.72
H  0.16  -2.61  1.47
H  -0.40  -3.16  0.13
O  -0.73  3.36  -0.33
H  -0.15  2.92  0.32
H  -1.63  3.20  -0.01
O  -1.66  -0.94  1.24
H  -2.45  -0.68  0.73
H  -1.78  -1.83  1.66
O  -0.62  0.41  -1.99
H  -0.28  0.60  -1.14
H  -1.21  1.17  -2.20

---

[4]
Computed, not measured: 2 unconnected molecules or ions with the total composition C7H10, with the ωB97M-V functional and the def2-TZVPD basis.

As for the LUMO energy: 1.14 eV. The calculation puts the HOMO-LUMO gap at 9.67 eV. The total energy comes out at -272.5711 Eh. The relative energy (zero: lowest compared OMol25 entry of this formula, charge and spin) is 385.6 kJ/mol. Its SMILES is C=C1[C@H]2C[C@@H]12.C=C. For the largest force on an atom, the calculation gives 0.0063 hartree/bohr. The HOMO energy is -0.31331 hartree.

CARTESIAN COORDINATES (ANGSTROEM)
C  0.70  0.35  -2.09
C  -0.37  0.49  -1.33
C  -1.81  0.31  -1.18
C  -1.87  0.10  0.30
C  -1.01  1.21  -0.23
H  1.64  0.83  -1.84
H  0.66  -0.26  -2.99
H  -2.61  0.57  -1.85
H  -1.39  -0.77  0.74
H  -2.79  0.40  0.78
H  -1.11  2.27  -0.06
C  1.80  -0.49  1.14
C  1.52  -1.35  2.11
H  2.20  -0.81  0.18
H  1.64  0.58  1.25
H  1.68  -2.41  1.99
H  1.11  -1.02  3.06

---

[5]
Computed, not measured: 2 unconnected molecules or ions with the total composition C3H4N2O3P in a non-equilibrium geometry, with the ωB97M-V functional and the def2-TZVPD basis.

As for the LUMO energy: 3.31 eV. The calculation puts the HOMO-LUMO gap at 8.14 eV. The charge is -1. The total energy comes out at -793.3409 Eh. The relative energy (zero: lowest compared OMol25 entry of this formula, charge and spin) is 293.1 kJ/mol. For the largest force on an atom, the calculation gives 0.1089 hartree/bohr. The HOMO energy is -0.17743 hartree.

CARTESIAN COORDINATES (ANGSTROEM)
C  -1.41  0.31  -0.19
C  -0.18  0.55  0.31
C  0.15  -0.75  -1.44
N  -1.19  -0.55  -1.27
N  0.74  -0.08  -0.46
O  2.69  1.77  -0.41
O  2.58  -0.79  1.57
O  3.24  -0.52  -1.39
P  2.38  0.29  -0.59
H  -2.48  0.63  0.13
H  0.19  1.33  0.96
H  3.44  -0.98  1.26
H  -1.95  -1.06  -1.90

---

[6]
Computed, not measured: a molecular structure, C21H35F6HfN3O5P2SSb in a non-equilibrium geometry, with the ωB97M-V functional and the def2-TZVPD basis.

As for the LUMO energy (alpha / beta): -7.90 / -7.81 eV. The calculation puts the HOMO-LUMO gap (alpha / beta) at 6.66 / 6.76 eV. The expectation value of S² is 0.753. The charge is +2. The total energy comes out at -3329.3282 Eh. The relative energy (zero: lowest compared OMol25 entry of this formula, charge and spin) is 785.4 kJ/mol. For the largest force on an atom, the calculation gives 0.0978 hartree/bohr. The HOMO energy (alpha / beta) is -0.53511 / -0.53524 hartree. As for the spin multiplicity: 2.

CARTESIAN COORDINATES (ANGSTROEM)
Hf  -0.82  -1.78  -2.19
C  3.97  -2.22  -2.03
P  2.50  -1.69  -1.04
C  3.19  -0.12  -0.36
C  2.66  -2.82  0.40
C  3.62  -2.61  1.38
C  3.70  -3.43  2.49
C  2.80  -4.47  2.64
C  1.84  -4.70  1.68
C  1.78  -3.91  0.53
P  0.48  -4.22  -0.72
C  -0.09  -5.91  -0.31
C  1.37  -4.66  -2.28
H  4.84  -2.30  -1.37
H  4.17  -1.48  -2.80
H  3.80  -3.19  -2.50
H  4.26  -0.18  -0.21
H  2.70  0.11  0.59
H  2.99  0.68  -1.07
H  4.33  -1.80  1.28
H  4.46  -3.26  3.23
H  2.84  -5.11  3.52
H  1.14  -5.50  1.82
H  -0.67  -5.94  0.60
H  0.77  -6.57  -0.24
H  -0.73  -6.26  -1.13
H  2.24  -5.27  -2.05
H  1.66  -3.78  -2.87
H  0.68  -5.26  -2.87
C  -5.36  -0.22  -1.21
O  -4.00  -0.62  -1.42
C  -2.98  0.13  -1.39
C  -3.15  1.57  -1.03
H  -5.56  -0.15  -0.14
H  -5.97  -1.03  -1.63
H  -5.59  0.72  -1.71
H  -4.00  1.74  -0.37
H  -3.32  2.12  -1.95
H  -2.24  1.96  -0.58
F  -2.27  -2.47  -0.23
Sb  -3.64  -3.81  -1.14
F  -4.96  -2.89  -0.17
F  -3.47  -2.60  -2.76
F  -4.86  -4.83  -2.11
F  -1.97  -4.41  -2.12
F  -3.10  -4.95  0.26
C  -1.28  7.57  2.20
C  -1.10  6.49  3.24
S  0.20  5.33  2.73
O  0.12  4.14  3.54
O  1.46  5.98  2.61
C  -0.22  4.71  1.03
C  0.93  3.74  0.76
N  0.59  2.67  -0.15
C  0.22  1.42  0.20
N  0.05  0.64  -0.87
C  0.32  1.43  -1.95
C  0.65  2.69  -1.52
N  0.92  3.83  -2.34
O  1.07  3.59  -3.51
O  0.95  4.91  -1.81
C  0.01  0.96  1.59
H  -1.89  8.38  2.60
H  -1.77  7.19  1.31
H  -0.31  7.98  1.93
H  -1.99  5.90  3.42
H  -0.74  6.90  4.19
H  -0.25  5.52  0.31
H  -1.18  4.20  1.11
H  1.23  3.30  1.71
H  1.77  4.31  0.36
H  0.28  1.08  -2.97
H  0.94  1.02  2.16
H  -0.33  -0.07  1.57
H  -0.71  1.58  2.11